Arrangement i

Here is one molecule with the formula C8H9N3O2S from the Open Molecules 2025 dataset. Energies are from ωB97M-V with the def2-TZVPD basis set.

Each line ends with the natural charge from an NBO analysis.
Atoms and positions in Å:
C -3.125 -0.215 -0.269  0.22
C 0.034 -1.596 0.727  0.10
C 1.036 -0.594 0.263  -0.21
C 1.017 0.540 0.861  -0.18
C 2.113 1.551 0.884  -0.25
C 3.091 1.278 -0.118  -0.17
C 3.059 0.058 -0.813  -0.30
C 2.184 -0.928 -0.440  0.34
H -5.257 0.481 -0.101  0.46
H -3.202 1.765 -0.215  0.37
H -1.130 0.551 -0.098  0.40
H 0.504 -2.422 1.301  0.22
H 0.197 0.724 1.608  0.22
H 2.244 2.552 1.482  0.24
H 3.811 1.968 -0.395  0.21
H 4.013 -0.361 -1.332  0.21
H 2.915 -2.335 -1.545  0.49
N -3.468 1.005 -0.924  -0.31
N -1.832 -0.339 -0.100  -0.46
N -1.240 -1.509 0.522  -0.20
O -4.885 1.204 -0.688  -0.62
O 2.234 -2.182 -0.922  -0.66
S -4.313 -1.195 0.310  -0.14

Values from the calculation:
- Frontier orbital gap: 8.86 eV
- E_LUMO: 0.25 eV
- HOMO level: -8.61 eV


Arrangement ii

Here is one molecule with the formula C8H9N3O2S from the Open Molecules 2025 dataset. Energies are from ωB97M-V with the def2-TZVPD basis set.

Each line ends with the natural charge from an NBO analysis.
Atoms and positions in Å:
C -0.657 2.706 -0.188  -0.27
C 0.747 2.742 -0.310  -0.18
C -1.333 1.521 -0.327  -0.15
C 1.528 1.656 -0.515  -0.26
C -0.977 -1.087 -0.592  -0.59
C -0.622 0.332 -0.465  -0.14
C 0.832 0.382 -0.613  0.17
C 0.254 -1.741 -0.923  0.45
N 1.359 -0.818 -0.874  -0.54
N 0.408 -3.095 -0.949  -0.77
N 0.056 -1.426 1.939  -1.07
O -2.374 -0.927 1.730  -0.90
O -1.447 -3.170 0.936  -0.94
S -1.371 -1.732 1.095  2.30
H -1.178 3.589 0.049  0.22
H 1.270 3.707 -0.515  0.22
H -2.492 1.422 -0.339  0.22
H 2.570 1.469 -0.528  0.23
H -1.850 -1.335 -1.327  0.30
H 1.358 -3.473 -0.970  0.42
H -0.379 -3.621 -0.536  0.44
H 0.925 -1.331 1.274  0.42
H 0.115 -0.482 2.342  0.41

Values from the calculation:
- Frontier orbital gap (spin up / spin down): 7.70 / 7.70 eV
- E_LUMO (spin up / spin down): -0.22 / -0.22 eV
- HOMO level (spin up / spin down): -7.92 / -7.92 eV


Of them, arrangement ii has the highest stability.


Arrangement i

Here is an isolated ion of composition C4H7N2O2 and charge +1 from the Open Molecules 2025 dataset. Energies are from ωB97M-V with the def2-TZVPD basis set.

Each line ends with the natural charge from an NBO analysis.
Atoms and positions in Å:
C 0.404 -1.078 1.870  0.31
C -1.324 0.410 -0.162  0.11
C 0.840 -0.203 0.689  0.54
C -0.134 -0.264 -0.745  -0.22
N -1.101 1.086 0.880  -0.56
N 0.693 0.352 -1.809  -0.72
O -0.402 -1.961 1.829  -0.43
O 1.681 0.626 0.721  -0.48
H 0.789 -0.948 2.876  0.18
H -2.259 0.193 -0.627  0.20
H -0.250 -1.268 -1.200  0.25
H -1.727 1.442 1.559  0.41
H 1.341 -0.346 -2.333  0.47
H 1.362 1.025 -1.180  0.48
H 0.087 0.935 -2.369  0.45

Values from the calculation:
- Frontier orbital gap: 9.51 eV
- Net charge: +1
- E_LUMO: -4.53 eV
- HOMO level: -14.04 eV


Arrangement ii

Here is an isolated ion of composition C4H7N2O2 and charge +1 from the Open Molecules 2025 dataset. Energies are from ωB97M-V with the def2-TZVPD basis set.

Each line ends with the natural charge from an NBO analysis.
Atoms and positions in Å:
C 2.521 0.067 0.370  0.35
C -1.639 -0.462 0.640  0.06
C 1.358 0.866 -0.350  0.63
C -0.407 -0.863 0.346  -0.26
N -2.355 0.432 -0.033  -0.78
N 0.356 -0.197 -0.821  -0.63
O 2.646 -1.091 0.162  -0.43
O 1.233 1.983 -0.536  -0.38
H 2.976 0.717 1.097  0.18
H -2.125 -0.812 1.569  0.26
H 0.329 -1.498 0.983  0.27
H -3.375 0.697 0.262  0.45
H 0.742 -1.000 -1.197  0.46
H -0.274 0.262 -1.589  0.44
H -1.986 0.899 -0.903  0.39

Values from the calculation:
- Frontier orbital gap: 8.16 eV
- Net charge: +1
- E_LUMO: -5.20 eV
- HOMO level: -13.36 eV


Arrangement iii

Here is an isolated ion of composition C4H7N2O2 and charge +1 from the Open Molecules 2025 dataset. Energies are from ωB97M-V with the def2-TZVPD basis set.

Each line ends with the natural charge from an NBO analysis.
Atoms and positions in Å:
C 0.504 -1.306 0.412  -0.47
C 0.711 -0.808 -0.915  0.20
C -0.071 1.409 -0.737  0.26
C -0.450 -0.999 1.361  0.84
N 0.379 0.331 -1.463  -0.55
N -0.191 1.383 0.502  -0.66
O -1.624 -0.496 1.189  -0.64
O -0.093 -1.237 2.568  -0.58
H 1.226 -2.036 0.530  0.27
H 1.308 -1.461 -1.549  0.23
H -0.056 2.301 -1.383  0.18
H 0.589 0.569 -2.462  0.45
H -0.319 2.219 1.016  0.39
H -2.202 -0.430 0.431  0.55
H -0.869 -1.131 3.263  0.54

Values from the calculation:
- Frontier orbital gap: 9.16 eV
- Net charge: +1
- E_LUMO: -4.44 eV
- HOMO level: -13.60 eV


Of them, arrangement iii has the highest stability.